{"formula": "C2H6IN4", "method": "ωB97M-V/def2-TZVPD", "species": ["C", "C", "N", "N", "N", "N", "I", "H", "H", "H", "H", "H", "H"], "xyz": [[0.28031, -0.52651, 0.53633], [0.76730, 0.22332, -0.80388], [-0.90625, -0.24257, 0.91583], [-0.33331, 0.80433, -1.37996], [1.19480, -1.30509, 1.09341], [-1.81467, 0.39900, 0.27657], [-0.37741, 2.82507, -1.76232], [1.48746, 0.93655, -0.48645], [0.94370, -0.61073, -1.42882], [2.11529, -1.69843, 0.72970], [1.06737, -1.81883, 1.90517], [-2.26075, -0.19470, -0.34869], [-2.16383, 1.20859, 0.75311]], "forces_ev_per_a": [[0.226, 0.735, -1.359], [-1.629, 0.430, 1.881], [2.100, -1.612, 2.620], [-1.978, 1.203, -1.572], [2.128, -0.800, -1.003], [2.061, 0.727, 0.006], [0.282, -0.786, 0.324], [1.492, 0.010, 0.027], [1.289, -0.916, -0.805], [-1.857, 1.759, -0.442], [-1.337, -0.709, 1.984], [-1.966, -0.386, -1.528], [-0.811, 0.345, -0.134]], "lowdin_charge": [-0.29, -0.28, 0.07, -0.48, 0.19, 0.15, 0.86, 0.09, 0.13, 0.19, 0.10, 0.13, 0.15], "orbital_gap_ev": [7.5, 7.9], "spin_multiplicity": 1, "fmax_ha_per_bohr": 0.0724, "e_homo_ev": [-13.140, -13.130], "total_charge": 1, "total_energy_ha": -596.11089}

{"formula": "C22H64N8O10", "method": "ωB97M-V/def2-TZVPD", "species": ["C", "O", "N", "N", "H", "H", "H", "H", "C", "O", "N", "N", "H", "H", "H", "H", "C", "O", "N", "N", "H", "H", "H", "H", "C", "O", "N", "N", "H", "H", "H", "H", "C", "C", "C", "O", "H", "H", "H", "H", "H", "H", "H", "H", "C", "C", "C", "O", "H", "H", "H", "H", "H", "H", "H", "H", "C", "C", "C", "O", "H", "H", "H", "H", "H", "H", "H", "H", "C", "C", "C", "O", "H", "H", "H", "H", "H", "H", "H", "H", "C", "C", "C", "O", "H", "H", "H", "H", "H", "H", "H", "H", "C", "C", "C", "O", "H", "H", "H", "H", "H", "H", "H", "H"], "xyz": [[3.48280, -3.13662, -2.35612], [4.50279, -3.78614, -2.57852], [3.38874, -2.26096, -1.30341], [2.36903, -3.23398, -3.11545], [4.21484, -2.08798, -0.76979], [2.44507, -1.94738, -1.13214], [2.42811, -3.75914, -3.97126], [1.55738, -2.62030, -3.15536], [-2.06215, -2.81754, 0.87454], [-1.31836, -2.73894, 1.86674], [-3.39058, -3.05730, 1.04092], [-1.64730, -2.57916, -0.39143], [-3.65259, -3.33036, 1.97121], [-4.06598, -3.16158, 0.30794], [-0.70525, -2.30595, -0.63162], [-2.37854, -2.57071, -1.07866], [-2.02795, 3.54774, 1.26726], [-2.11790, 4.71175, 0.89204], [-2.60053, 3.09685, 2.43577], [-1.34460, 2.60058, 0.56858], [-3.02071, 3.83262, 2.97364], [-2.28452, 2.22617, 2.82420], [-0.85567, 2.87302, -0.27916], [-1.03131, 1.78796, 1.07285], [0.14300, -0.38549, -0.50233], [0.23216, -1.41280, -1.20863], [0.62731, 0.80216, -0.92516], [-0.31380, -0.41001, 0.76158], [0.94997, 0.95714, -1.86481], [0.66277, 1.56765, -0.27760], [-0.57276, 0.45939, 1.22544], [-0.52472, -1.32120, 1.13478], [1.95912, -2.24193, 3.17384], [1.76024, -3.73475, 3.28156], [0.87438, -4.15732, 4.43863], [1.16876, -4.16529, 2.03685], [0.98914, -1.76276, 3.01737], [2.57868, -1.98939, 2.31337], [2.37415, -1.74161, 4.05518], [2.66554, -4.34456, 3.27368], [0.42244, -5.14151, 4.31117], [0.06425, -3.44148, 4.61872], [1.38676, -4.22690, 5.40467], [0.26046, -3.82314, 1.99708], [1.59560, 0.60319, -6.07905], [2.02420, 1.01434, -4.69287], [2.76641, 2.33379, -4.67548], [0.90254, 1.07823, -3.79963], [1.27771, -0.43693, -6.10588], [2.41825, 0.72278, -6.78803], [0.79641, 1.25118, -6.45229], [2.69425, 0.22415, -4.32943], [3.75038, 2.28274, -5.13561], [2.86920, 2.75430, -3.67221], [2.17887, 3.09181, -5.20582], [0.33263, 0.31708, -4.01395], [-2.12280, -1.36419, -4.89921], [-0.91473, -2.27658, -4.67410], [-0.36076, -2.89486, -5.92985], [0.10072, -1.69771, -3.86399], [-1.82801, -0.53673, -5.55920], [-2.39063, -0.85153, -3.97510], [-2.89810, -1.92216, -5.41730], [-1.29825, -3.10952, -4.06097], [-0.08119, -2.16898, -6.70061], [-1.08186, -3.50283, -6.47898], [0.50096, -3.51288, -5.67895], [-0.20605, -1.51306, -2.95837], [-1.01218, 2.84457, 4.50159], [-0.24953, 2.40455, 3.26705], [0.97317, 1.53448, 3.58171], [-1.19708, 1.68607, 2.42706], [-1.22256, 2.02306, 5.18519], [-1.93928, 3.37123, 4.28097], [-0.39658, 3.51974, 5.10750], [0.06639, 3.25406, 2.65977], [0.65333, 0.62030, 4.07146], [1.55812, 2.13050, 4.28636], [1.53507, 1.35643, 2.66795], [-1.76284, 1.08425, 2.93877], [-0.90815, -0.87887, 6.29648], [-2.00346, -1.21392, 5.26847], [-3.35200, -0.61977, 5.65800], [-1.62943, -0.63432, 4.00554], [-1.30030, -1.00928, 7.30697], [-0.47266, 0.09792, 6.10951], [-0.09195, -1.60285, 6.21871], [-2.04152, -2.30710, 5.30986], [-3.29242, 0.45978, 5.51152], [-3.57698, -0.79795, 6.70816], [-4.12877, -1.00876, 5.00062], [-1.31443, -1.35433, 3.43592], [1.74857, 5.06158, -1.59890], [0.35036, 4.57862, -1.97111], [-0.04587, 5.05062, -3.35774], [0.17569, 3.16308, -1.88617], [2.48977, 4.68542, -2.30897], [2.00912, 4.64417, -0.62373], [1.77413, 6.14699, -1.53780], [-0.31723, 4.94743, -1.18654], [0.04941, 6.13049, -3.47300], [-1.03496, 4.73798, -3.68649], [0.67996, 4.57726, -4.02880], [0.60870, 2.66211, -2.59716]], "forces_ev_per_a": [[1.328, -0.181, 0.394], [-0.391, 0.317, -0.065], [-0.821, -0.366, -1.101], [-1.227, -0.242, -1.025], [-0.168, 0.030, 0.343], [0.392, 0.441, 0.685], [0.507, -0.261, 0.230], [0.646, 0.113, 0.553], [-0.466, 0.323, -1.341], [0.213, -0.196, 0.286], [-0.076, -0.179, 0.700], [-2.923, -1.860, 1.845], [-0.162, 0.035, -0.029], [0.181, -0.049, -0.142], [0.629, -0.025, -0.369], [0.183, 0.007, -0.300], [-0.262, 0.207, 0.112], [-0.176, 0.096, -0.050], [-4.419, 4.185, -1.010], [0.669, 1.037, -3.574], [-0.468, 0.215, -0.386], [-2.992, 2.890, -0.012], [-0.609, 0.362, 0.062], [-0.583, 1.262, -1.965], [1.385, 1.602, 0.308], [1.267, 0.552, -0.855], [-0.204, -0.767, 0.651], [0.272, 0.384, -0.727], [-0.041, -0.383, -0.204], [-0.016, 0.107, -0.234], [0.444, -1.426, 0.108], [-0.144, 0.093, 0.693], [0.232, 0.611, 0.307], [-0.693, -0.879, -0.993], [-0.250, 0.081, 0.997], [-0.171, -0.034, 0.190], [-0.078, -0.125, -0.080], [0.039, -0.096, 0.005], [0.156, -0.321, 0.073], [0.315, 0.501, 0.368], [0.093, 0.029, -0.402], [-0.057, -0.011, -0.283], [0.324, 0.193, -0.178], [0.177, 0.074, -0.010], [-0.083, 0.334, -0.545], [0.713, -0.573, 0.200], [-0.679, 0.751, 0.102], [-0.077, 0.251, -0.325], [-0.094, 0.002, 0.032], [0.093, -0.124, 0.121], [-0.092, -0.068, 0.134], [0.018, 0.090, 0.148], [-0.010, -0.195, -0.012], [0.176, -0.374, 0.135], [0.063, -0.097, -0.196], [0.241, 0.035, 0.196], [1.411, 0.782, -0.584], [-1.447, -1.027, 1.113], [0.428, 0.285, -0.673], [0.123, 0.891, -0.971], [-0.015, -0.125, -0.136], [-0.552, -0.452, 0.107], [-0.353, 0.091, 0.399], [-0.035, -0.121, -0.225], [0.301, 0.242, 0.362], [-0.224, -0.200, 0.534], [0.015, -0.014, -0.155], [0.037, -0.172, 0.078], [0.709, 0.691, 1.393], [0.001, -0.808, 0.609], [-0.734, 0.967, 0.157], [5.979, -7.189, 4.249], [-0.049, -0.367, -0.199], [0.693, -0.150, 0.486], [0.059, 0.015, -0.213], [-0.248, 0.024, -0.020], [0.121, -0.201, -0.106], [0.317, -0.224, -0.100], [0.146, -0.241, 0.097], [1.260, -1.701, 0.733], [0.009, -0.644, -0.166], [0.400, 0.791, 1.215], [0.430, 0.057, -0.302], [-0.106, -0.963, -0.079], [0.057, 0.388, 0.028], [-0.210, 0.247, 0.298], [0.043, 0.076, -0.166], [-0.263, 0.001, -0.902], [-0.087, 0.081, 0.033], [-0.153, -0.174, -0.072], [-0.140, 0.018, 0.152], [-0.136, 0.048, -0.205], [-0.078, -0.869, 0.117], [-0.488, 0.309, 0.093], [0.466, -0.120, -0.218], [0.444, 0.212, 0.159], [0.038, 0.236, -0.096], [0.035, 0.138, 0.047], [0.076, 0.035, -0.094], [-0.206, 0.112, -0.234], [-0.025, 0.004, 0.062], [-0.097, -0.027, 0.300], [-0.080, 0.174, -0.243], [-0.193, 0.493, -0.226]], "lowdin_charge": [-0.69, 0.00, 0.16, 0.16, 0.10, 0.06, 0.09, 0.05, -0.61, -0.05, 0.17, 0.19, 0.11, 0.10, 0.00, 0.11, -0.62, 0.02, 0.10, 0.16, 0.10, -0.03, 0.07, -0.01, -0.55, -0.04, 0.21, 0.23, 0.07, 0.09, 0.07, 0.05, -0.06, -0.46, -0.05, -0.08, 0.05, 0.08, 0.08, 0.14, 0.08, 0.05, 0.08, 0.04, -0.04, -0.46, -0.04, -0.09, 0.06, 0.09, 0.09, 0.14, 0.09, 0.07, 0.08, 0.07, -0.04, -0.48, -0.05, -0.11, 0.08, 0.08, 0.08, 0.14, 0.07, 0.09, 0.08, 0.06, -0.02, -0.34, -0.02, -0.24, 0.07, 0.07, 0.10, 0.15, 0.06, 0.09, 0.08, 0.12, -0.04, -0.46, -0.04, -0.08, 0.08, 0.06, 0.07, 0.13, 0.08, 0.08, 0.08, 0.06, -0.04, -0.47, -0.04, -0.11, 0.07, 0.08, 0.08, 0.13, 0.08, 0.08, 0.06, 0.05], "orbital_gap_ev": 9.2, "spin_multiplicity": 1, "fmax_ha_per_bohr": 0.1997, "e_homo_ev": -8.966, "total_energy_ha": -2067.05781}

{"formula": "C4H15N2O2", "method": "ωB97M-V/def2-TZVPD", "species": ["C", "C", "C", "C", "N", "N", "H", "H", "H", "H", "H", "H", "H", "H", "H", "H", "H", "H", "H", "O", "H", "H", "O"], "xyz": [[-0.93761, 0.86482, -1.24134], [0.38485, 0.40434, -1.83344], [1.53244, 0.20015, -0.80835], [1.90998, 1.18469, 0.03887], [1.82528, -1.14749, -0.41001], [-1.33617, 0.01457, -0.03787], [-0.64655, 1.83311, -0.79784], [-1.73924, 1.01600, -1.84086], [0.12482, -0.45480, -2.46888], [0.76658, 1.26356, -2.47494], [2.70576, 1.21431, 0.74656], [1.45560, 2.13139, -0.16437], [2.31924, -1.20327, 0.44329], [2.21365, -1.77272, -0.96855], [-2.13051, -0.62346, -0.22745], [-0.38448, -0.43529, 0.18372], [-1.74373, 0.53152, 0.80650], [-1.13083, -3.21027, 1.25262], [-0.06712, -2.11150, 1.00894], [-0.97837, -2.20043, 1.09400], [-0.60155, 0.78727, 2.50385], [-2.08819, 0.66935, 2.89209], [-1.45385, 1.04416, 2.30343]], "forces_ev_per_a": [[2.810, 1.305, 3.941], [0.800, 0.543, -1.354], [-0.650, -0.794, 2.045], [-0.881, 0.051, -2.105], [-2.702, 3.284, 2.241], [0.301, 0.180, -1.098], [-0.737, -0.151, -0.066], [-2.183, 0.137, -2.219], [0.969, -0.008, 0.132], [-0.783, -1.205, 0.385], [0.329, -0.602, 0.457], [-0.032, 0.681, 0.048], [0.635, 0.360, 1.022], [1.741, -3.134, -3.879], [1.418, -0.414, -0.289], [-2.448, 0.277, 0.157], [1.480, -0.001, -0.600], [0.450, 2.800, -0.367], [2.836, -0.114, -0.301], [-3.154, -3.508, 1.003], [2.695, -0.965, 1.151], [-0.356, -0.453, 1.042], [-2.537, 1.730, -1.346]], "lowdin_charge": [-0.13, -0.13, -0.35, 0.06, 0.11, 0.13, 0.12, 0.09, 0.12, 0.15, 0.07, 0.06, 0.08, 0.04, 0.16, 0.12, 0.11, 0.14, -0.03, -0.07, 0.03, 0.08, 0.03], "orbital_gap_ev": 9.8, "spin_multiplicity": 1, "fmax_ha_per_bohr": 0.1027, "e_homo_ev": -12.733, "total_charge": 1, "total_energy_ha": -421.10040}